ORCA calculation (ωB97M-V/def2-TZVPD) on a 3-piece molecular cluster, C12H15O10P overall at a distorted geometry.

Structure (ORCA input):
```
! RIJCOSX wB97M-V def2-TZVPD def2/J DEFGRID3
* xyz 0 1
P 3.5227 -4.8727 -0.5109
O 4.0792 -6.0226 0.2285
O -0.4399 -4.4729 -1.1368
O 0.8123 -2.7385 -0.2867
O 1.1842 3.3870 2.0039
O -0.4893 2.5351 3.2459
O -2.1149 2.6437 -4.7013
O -2.7912 3.4289 -2.7025
O 0.6740 1.1976 1.8960
O -0.6531 3.6300 -3.2997
O -1.3287 -6.2988 -0.0571
C -0.1371 0.3305 2.7113
C -1.8757 3.1813 -3.6742
C 0.7256 -3.8730 -0.6339
C -2.0789 3.8442 -1.5302
C 0.3956 4.3174 -1.2112
C 1.7135 -4.9970 -0.5668
C 1.0480 -6.1338 -0.5314
C 0.5247 2.4650 2.3489
C -0.4153 -5.7192 -0.5499
C -0.8108 4.4261 -2.1096
C -0.6593 -0.8395 1.9141
C -1.1994 1.2894 3.1974
H -1.8933 2.9676 -0.9038
H 1.4215 -7.1322 -0.4641
H -1.5858 1.0348 4.1810
H -2.0324 1.3883 2.4969
H -0.9631 5.4633 -2.4202
H 0.1455 -1.5305 1.6806
H 3.7690 -3.6638 0.1672
H 4.0054 -4.7662 -1.8277
H 0.4819 -0.0207 3.5411
H 0.6892 3.2755 -1.0834
H -2.6626 4.5700 -0.9693
H 0.1943 4.7505 -0.2319
H -1.0774 -0.5059 0.9643
H 1.2471 4.8381 -1.6479
H -1.4255 -1.3770 2.4735
*
```

Summary:
Kohn-Sham gap = 9.415 eV
Largest force on an atom = 1.759 eV/Å
SMILES string = O=[PH2]C1=CC(=O)OC1=O.C[C@@H]1COC(=O)O1.C[C@@H]1COC(=O)O1

List of Mulliken charges in e, atom by atom: P 0.388; O -0.606; O -0.263; O -0.467; O -0.536; O -0.335; O -0.526; O -0.342; O -0.327; O -0.368; O -0.457; C 0.510; C 0.622; C 0.354; C -0.349; C -1.422; C 0.261; C -0.245; C 0.648; C 0.317; C 0.540; C -1.308; C -0.514; H 0.203; H 0.529; H 0.319; H 0.304; H 0.236; H 0.240; H 0.073; H 0.113; H 0.262; H 0.309; H 0.333; H 0.385; H 0.330; H 0.378; H 0.411